1:
One molecule with the formula C10H14N2O2. Source: the OMol25 dataset; level of theory: ωB97M-V/def2-TZVPD.

Geometry (Å):
1 C 1.55 -1.06 -2.41
2 C 0.71 -1.57 -0.10
3 C 0.17 3.15 -0.47
4 C -2.12 -0.21 -2.03
5 C 0.62 1.87 -0.50
6 C -1.28 0.79 -1.73
7 C -0.16 0.71 -0.84
8 C 1.17 -0.26 2.27
9 C -1.28 -1.03 1.99
10 C -0.23 -0.09 1.47
11 N 1.38 -1.82 -1.43
12 N 0.20 -0.39 0.05
13 O 2.20 -0.73 -3.34
14 O 0.86 -2.54 0.61
15 H 0.83 3.93 -0.10
16 H -0.88 3.42 -0.46
17 H -2.94 0.04 -2.53
18 H -1.97 -1.22 -1.75
19 H 1.67 1.59 -0.13
20 H -1.47 1.78 -2.11
21 H 1.98 -0.23 1.54
22 H 1.33 0.49 2.99
23 H 1.14 -1.15 2.80
24 H -2.23 -0.58 1.66
25 H -1.26 -1.19 3.07
26 H -1.27 -1.97 1.34
27 H -0.50 0.99 1.53
28 H 1.76 -2.74 -1.39

Its HOMO energy (spin up / spin down) is -7.6 / -6.8 eV.

Atom charges from the Löwdin analysis, given in e for atoms 1 to 4: -0.295 -0.495 0.021 0.050

=====

2:
A 2-piece molecular cluster, C10H14N2O2 overall. Source: the OMol25 dataset; level of theory: ωB97M-V/def2-TZVPD.

Geometry (Å):
1 C 2.27 -1.40 2.78
2 C 1.11 -2.15 2.63
3 C 2.48 -0.17 2.19
4 C 0.14 -1.71 1.77
5 C 1.56 0.24 1.24
6 C 0.38 -0.55 1.05
7 C -2.16 1.35 -1.16
8 C 0.29 1.10 -1.65
9 C -1.38 -1.48 -0.94
10 C -0.79 1.05 -0.48
11 N -0.73 -0.09 0.36
12 N -2.53 -2.01 -0.27
13 O -3.52 -1.35 -0.53
14 O -2.52 -2.96 0.50
15 H 3.11 -1.61 3.42
16 H 0.91 -3.07 3.07
17 H 3.34 0.33 2.44
18 H -0.74 -2.21 1.61
19 H 1.59 1.12 0.68
20 H -2.35 0.76 -1.96
21 H -3.08 1.10 -0.44
22 H -2.15 2.48 -1.40
23 H 0.34 2.04 -2.23
24 H -0.01 0.48 -2.39
25 H 1.30 0.66 -1.29
26 H -1.58 -0.84 -1.71
27 H -0.51 -2.13 -1.04
28 H -0.45 1.77 0.23

Its HOMO energy is -8.2 eV.

Atom charges from the Löwdin analysis, given in e for atoms 1 to 4: -0.089 -0.051 -0.077 -0.021

=====

The structure with the least stability is 2.

=====

1:
A 2-piece molecular cluster, HI2PS2 overall. Source: the OMol25 dataset; level of theory: ωB97M-V/def2-TZVPD.

Geometry (Å):
1 P 0.71 2.29 0.11
2 S -0.21 0.35 -0.10
3 S 2.65 1.73 -0.02
4 I 4.26 -3.11 -0.02
5 I 3.76 3.77 0.05
6 H 0.79 -0.28 -0.69

Its HOMO energy (spin up / spin down) is -6.6 / -6.7 eV.

Atom charges from the Löwdin analysis, given in e for atoms 1 to 4: 0.208 0.348 -0.211 -0.598

=====

2:
A 2-piece molecular cluster, HI2PS2 overall. Source: the OMol25 dataset; level of theory: ωB97M-V/def2-TZVPD.

Geometry (Å):
1 P -1.21 1.49 -1.61
2 S 0.71 0.80 -1.14
3 S -0.92 -0.51 -4.57
4 I -0.99 3.73 -2.44
5 I 1.47 -0.25 -4.35
6 H 0.71 -0.48 -1.10

Its HOMO energy (spin up / spin down) is -9.0 / -8.1 eV.

Atom charges from the Löwdin analysis, given in e for atoms 1 to 4: -0.105 0.116 -0.294 0.265

=====

The structure with the least stability is 1.

=====

1:
One molecule with the formula C23H36N4O2. Source: the OMol25 dataset; level of theory: ωB97M-V/def2-TZVPD.

Geometry (Å):
1 C -0.37 -5.00 0.76
2 C -1.22 -3.78 0.53
3 C -1.23 -2.74 1.45
4 C -2.04 -1.64 1.26
5 C -2.87 -1.54 0.13
6 C -3.69 -0.36 -0.07
7 N -3.38 0.69 0.60
8 N -4.03 1.87 0.42
9 C -3.37 3.03 0.98
10 C -1.99 3.32 0.35
11 O -1.67 4.42 -0.02
12 N -1.20 2.24 0.33
13 C 0.12 2.20 -0.26
14 C 1.07 1.38 0.63
15 N 2.31 0.96 0.03
16 C 3.17 2.07 -0.37
17 C 4.65 1.75 -0.15
18 C 5.51 2.90 -0.68
19 C 4.92 1.51 1.33
20 C 2.18 -0.05 -1.00
21 C 1.69 -1.41 -0.48
22 C 2.58 -1.88 0.67
23 C 1.69 -2.42 -1.62
24 C -5.27 1.97 -0.15
25 O -5.84 3.04 -0.28
26 C -5.89 0.64 -0.53
27 C -4.84 -0.35 -1.04
28 C -2.84 -2.58 -0.79
29 C -2.03 -3.68 -0.60
30 H -0.13 -5.49 -0.18
31 H 0.55 -4.74 1.27
32 H -0.91 -5.71 1.39
33 H -0.60 -2.79 2.32
34 H -2.05 -0.84 1.98
35 H -4.02 3.89 0.81
36 H -3.23 2.89 2.06
37 H -1.61 1.35 0.60
38 H 0.06 1.74 -1.26
39 H 0.46 3.23 -0.38
40 H 0.53 0.49 0.96
41 H 1.31 1.97 1.53
42 H 3.00 2.35 -1.42
43 H 2.91 2.94 0.24
44 H 4.91 0.84 -0.70
45 H 5.34 3.05 -1.74
46 H 6.57 2.68 -0.53
47 H 5.27 3.82 -0.15
48 H 5.95 1.20 1.49
49 H 4.74 2.41 1.90
50 H 4.26 0.73 1.70
51 H 3.18 -0.19 -1.43
52 H 1.52 0.28 -1.83
53 H 0.67 -1.31 -0.12
54 H 2.58 -1.15 1.47
55 H 2.22 -2.84 1.05
56 H 3.60 -2.01 0.32
57 H 1.06 -2.08 -2.44
58 H 2.70 -2.57 -2.01
59 H 1.32 -3.38 -1.27
60 H -6.67 0.82 -1.27
61 H -6.37 0.25 0.37
62 H -5.28 -1.34 -1.15
63 H -4.47 -0.03 -2.02
64 H -3.45 -2.53 -1.68
65 H -2.02 -4.48 -1.33

Its HOMO energy is -8.3 eV. As for the SMILES: Cc1ccc(C2=NN(CC(=O)NCCN(CC(C)C)CC(C)C)C(=O)CC2)cc1.

Atom charges from the Löwdin analysis, given in e for atoms 1 to 4: -0.049 -0.284 -0.044 -0.029

=====

2:
One molecule with the formula C23H36N4O2. Source: the OMol25 dataset; level of theory: ωB97M-V/def2-TZVPD.

Geometry (Å):
1 C 2.18 2.41 -0.55
2 C 0.80 2.65 0.05
3 C 0.77 3.98 0.81
4 C 0.39 1.52 1.00
5 C 0.27 0.14 0.32
6 N 1.51 -0.60 0.38
7 C 2.08 -1.10 -0.74
8 O 1.72 -0.77 -1.85
9 C 3.22 -2.10 -0.52
10 C 3.93 -2.03 0.83
11 C 4.67 -0.71 1.00
12 C 5.70 -0.52 -0.11
13 C 6.43 0.81 0.04
14 C 5.01 -0.61 -1.47
15 C 4.26 -1.92 -1.64
16 C -0.78 -0.70 1.07
17 O -0.42 -1.56 1.86
18 N -2.08 -0.42 0.86
19 C -2.64 0.49 -0.12
20 C -3.39 -0.32 -1.18
21 N -4.41 -1.14 -0.57
22 C -5.68 -0.64 -0.46
23 C -6.72 -1.33 0.20
24 C -7.98 -0.78 0.19
25 C -8.21 0.43 -0.45
26 C -7.13 1.03 -1.07
27 N -5.91 0.52 -1.07
28 C -3.84 -2.05 0.40
29 C -3.09 -1.25 1.48
30 H 2.92 2.30 0.24
31 H 2.47 3.25 -1.18
32 H 2.18 1.52 -1.17
33 H 0.07 2.70 -0.77
34 H -0.21 4.17 1.22
35 H 1.03 4.80 0.14
36 H 1.49 3.96 1.62
37 H -0.57 1.78 1.46
38 H 1.12 1.44 1.80
39 H 0.01 0.24 -0.74
40 H 1.66 -1.06 1.27
41 H 2.75 -3.09 -0.63
42 H 3.23 -2.19 1.66
43 H 4.65 -2.85 0.87
44 H 3.95 0.12 0.96
45 H 5.16 -0.68 1.97
46 H 6.43 -1.33 -0.04
47 H 5.73 1.64 -0.04
48 H 6.93 0.87 1.01
49 H 7.19 0.92 -0.74
50 H 4.31 0.22 -1.58
51 H 5.76 -0.51 -2.27
52 H 3.74 -1.93 -2.60
53 H 4.96 -2.76 -1.62
54 H -1.87 1.10 -0.58
55 H -3.35 1.15 0.39
56 H -3.88 0.36 -1.89
57 H -2.69 -0.97 -1.71
58 H -6.55 -2.27 0.68
59 H -8.79 -1.29 0.69
60 H -9.18 0.89 -0.47
61 H -7.23 1.97 -1.59
62 H -4.60 -2.67 0.86
63 H -3.12 -2.69 -0.12
64 H -2.59 -1.92 2.19
65 H -3.80 -0.61 2.03

Its HOMO energy is -8.0 eV. As for the SMILES: CC(C)C[C@@H](NC(=O)[C@H]1CC[C@@H](C)CC1)C(=O)N1CCN(c2ccccn2)CC1.

Atom charges from the Löwdin analysis, given in e for atoms 1 to 4: -0.064 -0.424 -0.080 -0.115

=====

The structure with the least stability is 1.

=====

1:
A 2-piece molecular cluster, ClN3O2 overall. Source: the OMol25 dataset; level of theory: ωB97M-V/def2-TZVPD.

Geometry (Å):
1 N -0.26 0.70 0.27
2 N 1.59 -0.41 -0.58
3 N -1.07 -0.18 0.15
4 O -1.41 -1.29 0.19
5 O -1.68 1.03 -0.15
6 Cl 2.85 0.14 0.11

Its HOMO energy (spin up / spin down) is -9.6 / -9.7 eV.

Atom charges from the Löwdin analysis, given in e for atoms 1 to 4: 0.153 -0.533 -0.422 0.168

=====

2:
A 2-piece molecular cluster, ClN3O2 overall. Source: the OMol25 dataset; level of theory: ωB97M-V/def2-TZVPD.

Geometry (Å):
1 N 0.15 0.52 -0.29
2 N -1.65 -0.20 0.81
3 N 1.15 -0.18 -0.32
4 O 1.81 -1.12 -0.68
5 O 1.24 0.87 0.71
6 Cl -2.70 0.11 -0.23

Its HOMO energy (spin up / spin down) is -9.4 / -9.3 eV.

Atom charges from the Löwdin analysis, given in e for atoms 1 to 4: 0.110 -0.556 -0.314 0.134

=====

3:
A 2-piece molecular cluster, ClN3O2 overall. Source: the OMol25 dataset; level of theory: ωB97M-V/def2-TZVPD.

Geometry (Å):
1 N -0.88 0.94 0.37
2 N -0.60 1.95 0.03
3 O -0.42 3.05 -0.32
4 O 0.31 -1.57 1.00
5 N 0.29 -2.36 0.21
6 Cl 1.30 -2.02 -1.29

Its HOMO energy is -10.6 eV. As for the SMILES: N#[N+][O-].O=NCl.

Atom charges from the Löwdin analysis, given in e for atoms 1 to 4: 0.242 -0.297 0.099 -0.030

=====

The structure with the least stability is 2.